Entry 1:
C19H23FN4O | ωB97M-V with the def2-TZVPD basis set

Output
ΔE to the lowest compared entry with this formula, charge and spin = 7.2 kcal/mol
molecular weight = 342.418 g/mol
max |F| = 0.60 eV/Å
2S+1 = 1
HOMO-LUMO gap = 9.15 eV
structure (SMILES) = O=C(CC[C@H]1CCCN(c2ncccn2)C1)NCc1ccccc1F
total charge = 0
E_LUMO = 0.7931 eV

```
48
Properties=species:S:1:pos:R:3:lowdin_charge:R:1
F 3.05 1.04 -2.06 0.06
O 0.21 -3.61 -0.91 0.06
N -0.80 3.10 -0.18 0.13
N 0.09 1.22 0.98 0.11
N 0.59 -1.53 -0.14 0.06
N -2.17 1.40 0.56 -0.06
C -2.36 0.06 1.06 -0.12
C 4.58 -0.94 1.18 -0.08
C 4.72 0.84 -0.42 -0.02
C -1.16 -2.83 0.91 -0.10
C -2.49 -0.90 -0.12 -0.31
C -2.50 -2.37 0.32 -0.15
C -3.59 0.95 -1.38 -0.16
C 1.59 -1.22 -1.14 -0.10
C 0.40 3.63 -0.21 -0.13
C -3.74 -0.49 -0.90 -0.16
C 1.50 3.03 0.38 -0.06
C 3.42 -1.39 0.59 -0.03
C 5.23 0.17 0.68 -0.08
C -3.29 1.89 -0.21 -0.15
C 2.87 -0.74 -0.51 -0.15
C -0.06 -2.71 -0.13 -0.51
C -0.93 1.91 0.43 -0.34
C 3.55 0.37 -0.99 -0.25
C 1.28 1.79 0.96 -0.13
H 1.21 -0.45 -1.83 0.13
H 1.76 -2.14 -1.71 0.13
H 0.34 -0.77 0.48 0.09
H -4.50 1.28 -1.89 0.11
H 5.20 1.71 -0.83 0.12
H -3.04 2.89 -0.57 0.11
H -3.29 -2.52 1.07 0.12
H -1.24 -3.88 1.18 0.12
H 6.14 0.53 1.14 0.10
H -3.88 -1.15 -1.76 0.12
H 2.07 1.23 1.43 0.11
H -4.16 1.95 0.45 0.13
H -1.63 -0.75 -0.78 0.14
H -4.62 -0.58 -0.26 0.12
H -2.77 1.01 -2.10 0.12
H 0.47 4.58 -0.72 0.11
H -1.51 -0.18 1.70 0.10
H -3.28 0.05 1.66 0.14
H 2.91 -2.26 0.97 0.12
H -2.74 -2.99 -0.54 0.12
H -0.90 -2.25 1.79 0.11
H 2.48 3.48 0.36 0.10
H 4.99 -1.46 2.03 0.10
```

Entry 2:
C19H23ILuNO6 | ωB97M-V with the def2-TZVPD basis set

Output
molecular weight = 663.265 g/mol
max |F| = 7.59 eV/Å
2S+1 = 1
HOMO-LUMO gap = 2.20 eV
total charge = +2
E_LUMO = -11.6632 eV

```
51
Properties=species:S:1:pos:R:3:lowdin_charge:R:1
Lu 2.90 -4.99 -2.63 1.38
I -1.66 -1.41 3.53 1.02
O -5.58 0.28 -0.28 0.25
O 0.07 -0.49 1.02 -0.09
O -3.74 1.30 -1.04 0.09
O -4.04 0.09 2.91 0.10
O -0.20 1.66 -1.55 0.21
O -1.57 3.19 -1.09 0.32
N -2.25 1.33 -3.52 0.15
C 1.65 -1.91 -0.02 0.05
C -0.91 -0.85 0.04 -0.10
C 1.36 -0.73 0.69 -0.15
C 3.97 -1.36 0.03 0.01
C -3.43 -0.86 -0.16 0.01
C 2.95 -2.22 -0.35 -0.24
C 3.33 -3.48 -1.07 -0.28
C -2.94 -0.01 2.52 -0.79
C -2.38 0.90 -1.14 -0.32
C 2.22 1.41 1.92 -0.31
C 0.89 2.14 1.74 -0.04
C -2.18 0.02 0.09 -0.29
C 3.37 2.40 1.65 -0.05
C -1.38 1.99 -1.25 -0.57
C 2.39 0.16 1.09 -0.04
C -4.44 0.23 -0.48 -0.43
C 3.69 -0.21 0.73 0.02
C -2.29 0.24 -2.56 -0.10
C -2.42 0.82 1.37 -0.08
H 2.30 1.13 2.97 0.16
H -3.20 -0.32 -2.78 0.16
H 3.07 3.41 1.88 0.09
H 0.17 1.72 2.42 0.07
H 0.55 2.14 0.72 0.07
H 4.54 0.39 1.01 0.12
H 2.58 -3.63 -1.89 -0.23
H 3.60 2.39 0.59 0.09
H 3.41 -4.39 -0.41 0.08
H -1.46 1.23 1.67 0.09
H 4.99 -1.59 -0.20 0.13
H -3.72 -1.50 0.66 0.14
H -1.41 -0.37 -2.71 0.13
H 0.87 -2.60 -0.29 0.12
H 1.00 3.17 2.06 0.09
H -3.09 1.65 1.24 0.16
H -1.18 -1.90 0.15 0.13
H -3.07 1.93 -3.45 0.13
H 4.31 -3.32 -1.58 0.07
H -0.47 -0.76 -0.95 0.12
H -2.11 1.01 -4.47 0.13
H -3.30 -1.56 -0.98 0.14
H 4.28 2.13 2.16 0.08
```